Record 1
Computed, not measured: a 7-piece molecular cluster, C42H40F7NO2 overall at a distorted geometry, with the ωB97M-V functional and the def2-TZVPD basis.

Output
- HOMO-LUMO gap (eV) = 7.167
- SMILES string = C=COC(=O)NC[C@@H](C)F.Fc1ccccc1.Fc1ccccc1.Fc1ccccc1.Fc1ccccc1.Fc1ccccc1.Fc1ccccc1
- max |F| (Eh/bohr) = 0.05905
- total energy (eV) = -68805.7748

The geometry in ORCA input format:
```
! RIJCOSX wB97M-V def2-TZVPD def2/J DEFGRID3
* xyz 0 1
C -5.2963 1.5242 -6.2705
C -4.5841 2.6100 -5.7585
O -3.3552 3.0005 -6.2603
C -2.3861 2.1279 -5.7664
O -1.7501 1.5223 -6.5323
N -2.2227 2.1204 -4.4064
C -1.1817 1.1951 -3.9519
C -1.5712 -0.2831 -4.0937
C -0.3500 -1.1708 -3.7972
F -2.5388 -0.5254 -3.1151
H -5.9322 1.5916 -7.1482
H -5.2396 0.5945 -5.7014
H -5.0220 3.1651 -4.9214
H -3.0792 1.8900 -3.9100
H -0.2028 1.3948 -4.3792
H -1.0873 1.3538 -2.8636
H -1.9953 -0.4345 -5.0868
H 0.5783 -0.7646 -4.1973
H -0.5374 -2.1684 -4.1988
H -0.1994 -1.2643 -2.7194
F 0.3197 1.5548 -1.3431
C 1.1098 2.5639 -0.9154
C 1.4777 2.6087 0.4136
C 2.2931 3.6425 0.8509
C 2.7190 4.6185 -0.0414
C 2.3340 4.5584 -1.3741
C 1.5270 3.5209 -1.8188
H 1.1292 1.8443 1.0927
H 2.5960 3.6867 1.8889
H 3.3518 5.4264 0.3032
H 2.6620 5.3204 -2.0688
H 1.2227 3.4522 -2.8555
F -7.3398 3.7908 -2.7603
C -6.4797 4.7395 -2.3440
C -6.0680 4.7456 -1.0258
C -5.1775 5.7219 -0.6026
C -4.7191 6.6817 -1.4961
C -5.1468 6.6629 -2.8164
C -6.0295 5.6826 -3.2462
H -6.4424 3.9938 -0.3432
H -4.8410 5.7341 0.4257
H -4.0274 7.4441 -1.1617
H -4.7932 7.4119 -3.5127
H -6.3680 5.6470 -4.2741
F -3.7796 -7.5528 -4.0929
C -3.4911 -6.3551 -4.6359
C -3.2966 -5.2689 -3.8057
C -2.9938 -4.0352 -4.3646
C -2.9029 -3.9051 -5.7452
C -3.1052 -5.0070 -6.5651
C -3.3964 -6.2436 -6.0088
H -3.3816 -5.3919 -2.7338
H -2.8293 -3.1717 -3.7323
H -2.6736 -2.9410 -6.1824
H -3.0372 -4.9031 -7.6401
H -3.5499 -7.1162 -6.6303
F 0.7891 0.4554 2.4936
C 0.5557 -0.8744 2.5508
C -0.4373 -1.3470 3.3849
C -0.6776 -2.7128 3.4377
C 0.0821 -3.5834 2.6665
C 1.0797 -3.0891 1.8369
C 1.3168 -1.7238 1.7729
H -1.0125 -0.6523 3.9832
H -1.4574 -3.0978 4.0816
H -0.1039 -4.6487 2.7135
H 1.6710 -3.7648 1.2415
H 2.0850 -1.3179 1.1269
F 3.5299 -4.3015 2.3483
C 4.1285 -4.1516 3.5492
C 5.3853 -4.6855 3.7458
C 5.9995 -4.5245 4.9798
C 5.3480 -3.8434 5.9999
C 4.0788 -3.3165 5.7859
C 3.4658 -3.4667 4.5493
H 5.8741 -5.2193 2.9409
H 6.9885 -4.9313 5.1457
H 5.8293 -3.7239 6.9591
H 3.5682 -2.7898 6.5790
H 2.4817 -3.0571 4.3581
F 5.0819 -1.9292 8.1824
C 5.4797 -0.6403 8.1762
C 5.4810 0.0550 6.9833
C 5.8860 1.3820 6.9785
C 6.2918 1.9902 8.1591
C 6.2881 1.2731 9.3480
C 5.8745 -0.0511 9.3604
H 5.1686 -0.4403 6.0726
H 5.8855 1.9416 6.0524
H 6.6112 3.0244 8.1517
H 6.6079 1.7454 10.2675
H 5.8565 -0.6246 10.2781
*
```


Record 2
Computed, not measured: C42H40FeN7OSSb as an isolated structure at a distorted geometry, with the ωB97M-V functional and the def2-TZVPD basis.

Output
- HOMO-LUMO gap (eV) = 6.392
- max |F| (Eh/bohr) = 0.03645
- total energy (eV) = -108441.9887
- energy above the lowest of the compared OMol25 structures with the same formula, charge and spin (kcal per mole) = 28.4

The geometry in ORCA input format:
```
! RIJCOSX wB97M-V def2-TZVPD def2/J DEFGRID3
* xyz 0 1
Fe -1.6830 1.1010 0.0594
C 2.9599 3.8843 -1.6756
C 1.9118 4.6537 -0.8777
N 1.5034 3.9700 0.3329
C 0.6406 2.9323 0.3565
S -0.3268 2.5417 -1.0492
N 0.5042 2.2921 1.4959
N -0.4521 1.3545 1.5031
C -0.9431 1.0295 2.6835
C -0.3582 1.6237 3.9237
C -2.0979 0.1944 2.6167
C -2.7849 -0.3521 3.7132
C -3.8719 -1.1654 3.5062
C -4.2592 -1.4703 2.2000
C -3.5570 -0.8930 1.1645
N -2.5436 -0.0507 1.3502
H 3.3059 4.4861 -2.5164
H 3.8142 3.6313 -1.0458
H 2.5248 2.9614 -2.0555
H 2.3007 5.6308 -0.5863
H 1.0178 4.7972 -1.4850
H 2.1302 3.9960 1.1250
H 0.6593 1.2605 4.0658
H -0.2892 2.7054 3.8000
H -0.9517 1.4003 4.8075
H -2.4481 -0.1211 4.7135
H -4.4211 -1.5784 4.3416
H -5.0881 -2.1327 2.0008
H -3.8062 -1.1156 0.1329
C -5.4303 1.1099 -1.6558
C -4.1867 1.4707 -0.9115
N -3.0235 0.9435 -1.2208
N -2.9305 -0.0378 -2.1228
C -1.8501 -0.7735 -1.8877
O -1.0460 -0.5196 -0.9158
C -1.6937 -1.9538 -2.7571
C -1.2975 -3.1838 -2.2432
C -1.3126 -4.3103 -3.0496
C -1.7041 -4.2180 -4.3766
C -2.0821 -2.9883 -4.9008
C -2.0795 -1.8641 -4.0961
C -4.1102 2.3171 0.2343
C -5.2014 2.8829 0.9109
C -4.9817 3.7271 1.9720
C -3.6690 4.0643 2.3098
C -2.6419 3.4210 1.6548
N -2.8397 2.5125 0.7007
H -5.1507 0.7376 -2.6379
H -5.9699 0.3129 -1.1360
H -6.0985 1.9641 -1.7644
H -1.0120 -3.2603 -1.2038
H -1.0314 -5.2706 -2.6376
H -1.7309 -5.1028 -4.9994
H -2.3830 -2.9081 -5.9375
H -2.3849 -0.9006 -4.4798
H -6.2028 2.6179 0.5996
H -5.8064 4.1290 2.5449
H -3.4655 4.7941 3.0791
H -1.6048 3.6244 1.8958
C 6.3159 -0.5777 -2.4926
C 5.3599 0.2442 -3.0676
C 4.0918 0.3282 -2.5031
C 3.7751 -0.3937 -1.3593
C 4.7422 -1.2181 -0.7891
C 6.0060 -1.3099 -1.3533
Sb 1.7409 -0.3010 -0.5415
C 2.5416 -0.1687 1.4753
C 3.6723 0.6183 1.6800
C 4.2300 0.7405 2.9440
C 3.6772 0.0555 4.0173
C 2.5349 -0.7069 3.8283
C 1.9547 -0.7951 2.5678
C 1.6265 -2.4615 -0.6613
C 2.1143 -3.0700 -1.8148
C 2.0515 -4.4462 -1.9741
C 1.5121 -5.2372 -0.9695
C 0.9973 -4.6396 0.1712
C 1.0335 -3.2581 0.3117
H 7.3013 -0.6557 -2.9344
H 5.5950 0.8171 -3.9564
H 3.3381 0.9559 -2.9660
H 4.5034 -1.7928 0.0986
H 6.7511 -1.9573 -0.9066
H 4.1248 1.1340 0.8402
H 5.1012 1.3675 3.0915
H 4.1323 0.1194 4.9975
H 2.0893 -1.2310 4.6659
H 1.0213 -1.3317 2.4544
H 2.5617 -2.4630 -2.5937
H 2.4088 -4.8984 -2.8912
H 1.4873 -6.3145 -1.0743
H 0.5486 -5.2495 0.9464
H 0.5889 -2.8074 1.1893
*
```


Record 3
Computed, not measured: C42H40NP2Tm as an isolated structure at a distorted geometry, with the ωB97M-V functional and the def2-TZVPD basis.

Output
- HOMO-LUMO gap (alpha / beta) (eV) = 6.142 / 6.142
- max |F| (Eh/bohr) = 0.03955
- total energy (eV) = -93785.2745
- energy above the lowest of the compared OMol25 structures with the same formula, charge and spin (kcal per mole) = 0.0

The geometry in ORCA input format:
```
! RIJCOSX wB97M-V def2-TZVPD def2/J DEFGRID3
* xyz 2 3
C 0.6255 -1.2052 -4.0434
C -0.4170 -1.5618 -3.1604
C -1.7351 -1.6610 -3.6282
C -2.0180 -1.4886 -4.9773
C -0.9642 -1.2521 -5.8645
C 0.3505 -1.1272 -5.4084
P -0.0113 -1.8439 -1.4046
C -1.2919 -3.0287 -0.8172
C -2.3791 -2.5262 -0.0790
C -3.3822 -3.4041 0.3329
C -3.3091 -4.7681 0.0245
C -2.2099 -5.2755 -0.6731
C -1.1998 -4.4033 -1.0863
Tm -0.6336 0.3253 0.1770
P 0.1048 1.9710 -1.9038
C -1.3372 2.1191 -3.0006
C -1.1933 2.5076 -4.3435
C -2.2472 2.3223 -5.2475
C -3.5049 1.9390 -4.7805
C -3.6669 1.6428 -3.4260
C -2.6025 1.7185 -2.5344
C -0.0530 3.2839 -0.6062
C 0.8600 3.2373 0.4663
C 0.6987 4.1355 1.5263
C -0.3808 5.0234 1.5287
C -1.3275 5.0111 0.5025
C -1.1639 4.1392 -0.5732
C 1.6783 2.3097 -2.7390
C 2.7505 1.4112 -2.5291
C 3.9970 1.6717 -3.1018
C 4.2218 2.8438 -3.8344
C 3.1814 3.7631 -3.9844
C 1.9206 3.5116 -3.4319
C 1.5861 -2.7189 -1.3708
C 1.9651 -3.6253 -2.3705
C 3.1838 -4.3058 -2.2926
C 4.0509 -4.0584 -1.2230
C 3.6869 -3.1446 -0.2258
C 2.4621 -2.4809 -0.2877
H 1.6769 2.5011 0.4589
H 1.4097 4.1457 2.3535
H -0.4677 5.7492 2.3426
H -2.1825 5.6876 0.5600
H -1.9153 4.0865 -1.3626
H -0.2406 2.9516 -4.6408
H -2.0916 2.5024 -6.3115
H -4.3623 1.9097 -5.4597
H -4.6520 1.3565 -3.0656
H -2.7640 1.4739 -1.4730
H 2.6007 0.5369 -1.8902
H 4.8133 0.9676 -2.9641
H 5.2026 3.0333 -4.2714
H 3.3540 4.6928 -4.5267
H 1.1249 4.2604 -3.5090
H 1.3016 -3.7968 -3.2253
H 3.4572 -5.0164 -3.0763
H 5.0090 -4.5753 -1.1666
H 4.3646 -2.9446 0.6025
H 2.1834 -1.7754 0.4996
H -2.4823 -1.4437 0.1664
H -4.2340 -3.0006 0.8773
H -4.1171 -5.4390 0.3261
H -2.1440 -6.3423 -0.9039
H -0.3426 -4.7784 -1.6447
H -2.5306 -1.9283 -2.9331
H -3.0412 -1.5584 -5.3487
H -1.1447 -1.2107 -6.9310
H 1.1234 -0.9765 -6.1673
H 1.6395 -1.0677 -3.6624
H 0.2410 1.4164 -5.7705
H 0.9457 1.4811 -5.4774
C 0.0242 -2.9810 2.3848
C -0.6085 -1.7665 2.8817
C -1.1881 -1.4891 4.1225
C -1.7118 -0.1720 4.0496
C -1.4780 0.3041 2.7710
C -1.8644 1.6106 2.1723
N -0.7933 -0.6722 2.0483
H 1.0708 -2.8407 2.0963
H -0.5060 -3.3561 1.4909
H 0.0136 -3.7473 3.1656
H -1.2475 -2.2045 4.9418
H -2.2215 0.3917 4.8286
H -2.7901 1.9736 2.6448
H -1.1138 2.3979 2.3344
H -2.1927 1.6035 1.0804
*
```


Record 4
Computed, not measured: C42H41Br66F4N2O2S2 as an isolated structure at a distorted geometry, with the ωB97M-V functional and the def2-TZVPD basis.

Output
- HOMO-LUMO gap (eV) = 5.631
- max |F| (Eh/bohr) = 0.18799
- total energy (eV) = -4706620.8235

The geometry in ORCA input format:
```
! RIJCOSX wB97M-V def2-TZVPD def2/J DEFGRID3
* xyz -1 1
O 0.1328 8.0108 -0.3690
C -1.0001 7.4419 -0.2645
O -1.3232 6.7555 0.9211
C -1.9833 7.5564 -1.5421
N -3.0222 6.4867 -1.5928
C -4.3249 6.9090 -1.0053
C -5.0818 5.7744 -0.1579
C -4.1147 4.6466 0.4631
S -4.4761 2.9524 -0.2411
C -2.8864 1.9688 -0.2757
S -1.4593 2.5928 0.3305
N -3.0087 0.6136 -0.8747
C -2.6087 -0.3913 0.1290
C -1.1673 -0.8113 0.5025
C -0.8998 -1.9002 1.6073
C -2.0670 -2.5824 2.4132
C -3.5147 -2.1172 2.0536
C -3.7855 -1.0695 0.9297
C -2.2925 0.4829 -2.1528
C -1.6601 -0.8105 -2.7248
C -0.9184 -0.9010 -4.1080
C -0.7881 0.3859 -5.0049
C -1.4497 1.6851 -4.4636
C -2.1809 1.7631 -3.0742
C -3.1635 5.9051 -2.9326
F -1.9351 5.2804 -3.3455
F -4.1563 4.8577 -2.9633
C -3.5804 6.9487 -4.0858
F -2.4719 7.6529 -4.6566
F -4.1464 6.1578 -5.1661
H -2.4490 8.6109 -1.4727
H -1.2826 7.5584 -2.4614
H -4.1396 7.7965 -0.2866
H -5.0847 7.3124 -1.7821
H -5.9195 5.2670 -0.7780
H -5.6371 6.3091 0.7007
H -3.0029 4.9238 0.4428
H -4.3927 4.5708 1.5856
H -0.2759 -0.3468 -0.0340
H 0.1537 -2.2534 1.8913
H -1.8683 -3.3655 3.2331
H -4.3732 -2.5864 2.6582
H -4.8812 -0.7725 0.7226
H -1.6990 -1.7798 -2.1183
H -0.4437 -1.8473 -4.5236
H -0.2378 0.3817 -6.0139
H -1.3828 2.6133 -5.1384
H -2.6236 2.7771 -2.8112
H -4.3856 7.6956 -3.7831
C -6.6758 1.4174 -3.8022
Br -5.0028 0.7541 -3.0819
Br -7.2501 0.3918 -5.3481
Br -8.0608 1.5129 -2.4452
H -6.4945 2.4357 -4.1440
C 2.7290 -2.7619 4.0213
Br 2.8030 -2.6761 2.0843
Br 0.9074 -2.6788 4.6808
Br 3.6753 -4.3111 4.7082
H 3.2445 -1.8801 4.3991
C -7.7582 -3.4460 -4.2319
Br -9.1357 -4.6771 -3.6407
Br -6.7639 -2.7112 -2.7390
Br -6.5882 -4.2521 -5.5541
H -8.2628 -2.6126 -4.7197
C 5.1547 -6.2054 1.3029
Br 5.2880 -8.0147 1.9874
Br 6.6577 -5.7618 0.1602
Br 3.4569 -5.8871 0.4224
H 5.1980 -5.5360 2.1616
C -9.3178 -6.1966 0.4816
Br -10.8302 -5.1321 -0.1021
Br -7.7351 -5.1092 0.7551
Br -9.7450 -7.2577 2.0490
H -9.0897 -6.8944 -0.3228
C -0.4717 11.0196 -3.0038
Br -2.1656 10.9880 -2.0595
Br -0.7141 11.2809 -4.9109
Br 0.7532 12.3193 -2.2440
H -0.0163 10.0383 -2.8726
C 1.0827 4.8209 3.1208
Br -0.0344 4.0829 4.5306
Br 0.0440 5.9438 1.8804
Br 2.6277 5.7634 3.8437
H 1.4676 3.9764 2.5460
C -3.1660 9.0849 -7.7796
Br -3.7785 8.7456 -9.5893
Br -1.2565 8.7945 -7.5989
Br -3.6932 10.8478 -7.1593
H -3.6605 8.3594 -7.1347
C 1.3012 7.6880 7.5486
Br 0.4508 8.3580 5.9407
Br 0.9811 8.8479 9.0715
Br 0.7965 5.8528 7.9218
H 2.3750 7.6917 7.3660
C 3.3896 10.4827 -5.6486
Br 3.2101 9.3592 -7.2196
Br 2.8650 12.3158 -6.0082
Br 2.4418 9.7433 -4.1274
H 4.4464 10.5000 -5.3870
C 3.4779 4.9523 -7.1833
Br 3.1288 5.2705 -9.0654
Br 5.0175 5.9527 -6.5577
Br 1.9097 5.2874 -6.0923
H 3.7199 3.8959 -7.0781
C -3.0563 -4.8460 -4.0956
Br -3.5536 -5.2097 -2.2558
Br -2.3009 -3.0666 -4.2983
Br -1.8807 -6.2164 -4.8096
H -3.9725 -4.8746 -4.6843
C 2.5128 12.9082 8.1566
Br 3.9422 11.8108 7.4389
Br 0.8433 12.6259 7.2111
Br 2.3078 12.6626 10.0703
H 2.7978 13.9470 7.9974
C 8.5060 -9.9251 4.4086
Br 8.2172 -9.4450 6.2657
Br 7.0529 -11.0054 3.7097
Br 8.8434 -8.3665 3.3044
H 9.4048 -10.5394 4.3746
C 2.8596 -12.8226 3.5453
Br 4.1455 -14.1798 4.0645
Br 1.5146 -12.5418 4.9140
Br 3.7290 -11.1652 3.0377
H 2.3428 -13.1951 2.6622
C 3.7206 4.2158 9.7696
Br 3.2079 3.8894 11.6120
Br 4.5094 5.9724 9.5419
Br 4.8719 2.8140 9.0821
H 2.8071 4.1981 9.1763
C -12.4505 -2.3959 2.7794
Br -12.3248 -4.2061 3.4658
Br -10.9482 -1.9528 1.6358
Br -14.1479 -2.0759 1.8958
H -12.4066 -1.7264 3.6370
C 6.9986 -15.8006 6.0689
Br 6.5331 -16.1526 7.9187
Br 7.7128 -14.0128 5.8352
Br 8.1913 -17.1535 5.3551
H 6.0759 -15.8536 5.4929
C 9.3699 -14.6402 10.2676
Br 8.9091 -14.9891 12.1195
Br 10.0815 -12.8520 10.0257
Br 10.5627 -15.9932 9.5546
H 8.4459 -14.6958 9.6933
C -8.7137 0.0543 -9.3588
Br -8.6256 0.1259 -11.2955
Br -10.5420 0.1362 -8.7161
Br -7.7697 -1.4851 -8.6511
H -8.2040 0.9407 -8.9835
C 10.8741 -8.4830 0.0177
Br 10.9909 -10.2956 0.7005
Br 12.3794 -8.0452 -1.1248
Br 9.1786 -8.1528 -0.8652
H 10.9214 -7.8151 0.8768
C 15.7057 -8.0611 -4.2971
Br 16.4105 -9.8597 -4.1209
Br 13.9067 -8.0591 -5.0222
Br 15.8099 -7.0797 -2.6271
H 16.3387 -7.5395 -5.0133
*
```


Q: Which of these has the lowest total energy?
A: C42H41Br66F4N2O2S2


Q: The highest max |F| belongs to which entry?
A: C42H41Br66F4N2O2S2


Q: Which formula does entry 3 have?
A: C42H40NP2Tm


Q: The highest total energy belongs to which entry?
A: C42H40F7NO2